No. 1
C16H46CuN2O10P | ωB97M-V with the def2-TZVPD basis set

Results
HOMO-LUMO gap = 0.1585 hartree
Energy relative to the best compared isomer or geometry (same formula, charge and spin) = 1.164 eV
Total energy = -3481.0471 hartree
Highest occupied orbital energy = -0.06 eV

The geometry in ORCA input format:
```
! RIJCOSX wB97M-V def2-TZVPD def2/J DEFGRID3
* xyz -2 1
Cu 0.74 -0.96 -0.57
P 2.09 -2.71 -2.03
O 1.56 0.95 -3.42
O 2.87 -3.42 -0.88
O 2.45 -3.33 -3.41
O 2.45 -1.20 -2.00
O 0.72 -0.87 2.74
O -0.55 4.06 0.66
O 0.57 -2.85 -1.83
O 1.03 -3.00 0.93
O -4.44 -0.91 -2.59
O 2.56 0.72 -0.35
N -0.76 0.44 0.64
N -1.65 -2.09 -0.56
C -2.51 1.93 1.61
C -3.98 -2.11 0.19
C -3.19 -0.88 -1.91
C -1.30 1.80 0.64
C 0.81 -4.27 1.52
C 1.25 0.58 4.54
C -4.59 0.10 -3.55
C -0.16 2.74 1.00
C 3.35 1.88 -0.57
C -3.05 -2.10 -1.03
C 0.43 5.00 1.01
C 2.04 -4.68 2.36
C 1.77 -0.06 3.25
C 0.26 1.19 -2.90
C -0.35 2.36 -3.63
C 4.26 2.12 0.63
H 3.90 1.77 -1.51
H -3.13 0.03 -1.30
H 1.32 4.89 0.37
H 0.58 1.41 4.29
H 2.09 -4.13 3.30
H 2.66 -0.67 3.39
H -5.57 -0.01 -3.99
H -3.22 -3.03 -1.58
H -3.87 -3.06 0.72
H 4.73 3.11 0.57
H 5.12 1.44 0.59
H 3.72 1.97 1.56
H 0.41 1.44 -1.83
H 0.76 -0.13 5.19
H 2.72 0.10 -1.13
H -3.72 -1.31 0.88
H 0.32 3.21 -3.50
H -3.78 0.03 -4.29
H -3.37 1.40 1.23
H -1.02 -2.34 -1.35
H 2.00 -5.76 2.57
H -0.30 0.25 -2.98
H -4.50 1.10 -3.10
H 1.07 -1.62 2.21
H -0.46 0.25 1.59
H 2.05 1.11 5.07
H -5.03 -2.00 -0.07
H 0.73 2.46 0.44
H 0.64 -4.95 0.69
H -0.03 -4.20 2.22
H -2.70 3.01 1.69
H -1.41 2.53 -3.42
H -1.64 2.03 -0.37
H 2.94 -4.57 1.76
H -0.38 2.17 -4.71
H 0.69 4.97 2.06
H -1.51 -2.80 0.15
H -2.37 -0.82 -2.65
H 1.78 -3.16 0.25
H 1.93 0.73 2.51
H 2.65 2.71 -0.71
H -2.19 1.59 2.59
H 0.04 5.99 0.74
H 1.94 0.12 -3.01
H 0.09 2.65 2.07
H -1.39 -0.29 0.32
*
```

=====

No. 2
C7H19AgO9 | ωB97M-V with the def2-TZVPD basis set

Results
HOMO-LUMO gap = 0.2657 hartree
Energy relative to the best compared isomer or geometry (same formula, charge and spin) = 0.370 eV
Total energy = -1102.1885 hartree
Highest occupied orbital energy = -7.50 eV

The geometry in ORCA input format:
```
! RIJCOSX wB97M-V def2-TZVPD def2/J DEFGRID3
* xyz 0 1
Ag -0.08 -0.27 0.24
O 0.66 -0.16 -2.03
O -0.17 1.57 1.92
O -3.75 2.60 -0.79
O -1.67 -1.48 -1.23
O 0.62 2.91 -0.55
O 2.11 -1.29 0.65
O -0.35 -2.18 1.90
O -3.31 0.77 -1.98
O -1.75 1.65 -0.59
C 1.03 2.32 1.77
C -0.28 -0.60 -3.01
C -1.03 -1.81 -2.48
C 0.91 -2.85 2.10
C 2.14 -1.99 1.89
C 0.82 3.42 0.76
C -2.94 1.74 -1.06
H -2.49 -1.98 -1.20
H 0.91 -3.16 3.15
H -0.23 2.41 -0.55
H -2.59 0.15 -1.86
H 1.86 1.67 1.47
H 3.01 -1.21 0.34
H -0.01 4.09 0.97
H -0.30 1.22 2.81
H -0.97 0.20 -3.27
H 1.31 2.76 2.74
H 1.75 4.00 0.76
H -0.34 -2.65 -2.34
H 0.23 -0.96 -3.91
H 0.88 -3.78 1.53
H 1.19 0.54 -2.41
H 2.11 -1.24 2.70
H -0.51 -1.68 2.70
H 3.01 -2.63 2.04
H -1.77 -2.13 -3.21
*
```

=====

> Among the records above, which one has the highest total energy?

C7H19AgO9